Entry 1:
DFT (ωB97M-V/def2-TZVPD) results for one molecule with the formula C8H13N3O4 at a distorted geometry.

```
! RIJCOSX wB97M-V def2-TZVPD def2/J DEFGRID3
* xyz 0 1
C 0.513 -1.492 2.494
C 1.019 -0.915 1.179
C -0.041 -1.105 0.158
C -1.069 -0.239 -0.073
C -1.452 1.031 0.612
N -1.105 1.158 1.872
O -1.615 2.217 2.681
C -2.402 1.969 -0.051
N -2.967 3.100 0.511
O -2.842 1.733 -1.170
C -0.075 -2.350 -0.701
C 1.078 -2.382 -1.695
N -0.156 -3.550 0.157
O 0.869 -4.183 0.411
O -1.269 -3.875 0.559
H 0.576 -2.580 2.470
H -0.500 -1.215 2.662
H 1.082 -1.136 3.372
H 1.239 0.133 1.298
H 1.966 -1.410 0.871
H -1.624 -0.493 -0.951
H -1.269 2.226 3.611
H -3.816 3.454 0.072
H -2.712 3.307 1.466
H -0.986 -2.405 -1.290
H 1.061 -3.279 -2.308
H 2.044 -2.415 -1.170
H 1.036 -1.490 -2.331
*
```

Values from the calculation:
SMILES: CC/C(=C\C(=N\O)C(N)=O)[C@@H](C)[N+](=O)[O-]
Energy above the lowest of the compared OMol25 structures with the same formula, charge and spin, kcal/mol: 122.7

Just the Mulliken charges please, in e? Sure, here they are:
1. C -1.209
2. C -0.691
3. C 0.559
4. C -0.322
5. C 0.008
6. N -0.159
7. O -0.532
8. C 0.431
9. N -0.406
10. O -0.643
11. C -0.097
12. C -1.453
13. N 1.020
14. O -0.554
15. O -0.591
16. H 0.387
17. H 0.355
18. H 0.315
19. H 0.473
20. H 0.280
21. H 0.441
22. H 0.331
23. H 0.253
24. H 0.225
25. H 0.484
26. H 0.443
27. H 0.310
28. H 0.341

=====

Entry 2:
DFT (ωB97M-V/def2-TZVPD) results for a 4-piece molecular cluster, C8H13N3O4S overall at a distorted geometry.

```
! RIJCOSX wB97M-V def2-TZVPD def2/J DEFGRID3
* xyz 0 1
O 1.267 3.248 4.235
S 0.675 1.947 4.179
O -0.206 1.281 5.107
O -0.028 1.720 2.740
C 0.708 0.753 1.932
C 1.491 -0.114 2.978
O 1.879 0.909 3.892
H -0.060 0.196 1.425
H 1.484 1.299 1.368
H 2.410 -0.475 2.566
H 0.783 -0.827 3.401
C 3.079 -1.001 -2.146
C 2.899 -0.854 -0.714
N 2.758 -0.794 0.428
H 3.885 -0.388 -2.566
H 2.177 -0.612 -2.554
H 3.425 -2.041 -2.345
C -2.434 1.193 -3.218
C -3.073 1.412 -4.482
N -3.544 1.525 -5.515
H -1.352 1.380 -3.267
H -2.529 0.182 -2.820
H -2.892 1.930 -2.550
C -2.526 -2.166 -0.081
C -1.434 -1.621 -0.839
N -0.588 -1.094 -1.409
H -3.462 -1.992 -0.662
H -2.488 -1.789 0.936
H -2.303 -3.208 -0.020
*
```

Values from the calculation:
SMILES: O=S1(=O)OCCO1.CC#N.CC#N.CC#N

Just the Mulliken charges please, in e? Sure, here they are:
1. O -0.521
2. S 1.132
3. O -0.546
4. O -0.345
5. C -0.138
6. C -0.264
7. O -0.363
8. H 0.113
9. H 0.303
10. H 0.369
11. H 0.288
12. C -0.813
13. C 0.348
14. N -0.389
15. H 0.314
16. H 0.228
17. H 0.263
18. C -0.543
19. C 0.269
20. N -0.340
21. H 0.250
22. H 0.061
23. H 0.269
24. C -0.807
25. C 0.357
26. N -0.392
27. H 0.297
28. H 0.304
29. H 0.297

=====

Computed Kohn-Sham gap (eV) in order:
9.13; 10.92
Computed LUMO level (eV) in order:
-0.36; 0.12
Computed calculated total energy (a.u.) in order:
-777.6958; -1175.9698